C67H49Cl2N3P3SiTc | ωB97M-V/def2-TZVPD

Computed properties:
Spin multiplicity: 2
Kohn-Sham gap (spin up / spin down), eV: 5.7 / 6.2
Net charge: +1
LUMO energy (spin up / spin down), eV: -4.3 / -4.0
Calculated total energy, a.u.: -5061.306351

Each line ends with the Mulliken spin population.
CARTESIAN COORDINATES (ANGSTROEM)
Tc: 0.510 -0.191 0.135  0.905
C: -0.852 3.993 4.943  0.002
C: -1.652 4.027 3.812  -0.002
C: -1.225 3.425 2.643  -0.004
C: 0.023 2.807 2.592  0.018
C: 0.806 2.743 3.741  -0.002
C: 0.369 3.340 4.909  -0.002
P: 0.613 2.082 1.020  -0.019
C: 2.408 2.461 1.059  0.001
C: 3.214 1.486 1.649  0.024
C: 4.590 1.617 1.656  -0.001
C: 5.182 2.734 1.087  -0.001
C: 4.390 3.705 0.497  -0.002
C: 3.013 3.564 0.470  -0.006
C: -0.187 3.216 -0.186  0.000
C: 0.013 4.587 -0.089  -0.003
C: -0.540 5.445 -1.026  -0.002
C: -1.345 4.939 -2.031  0.000
C: -1.616 3.580 -2.085  -0.001
C: -1.039 2.706 -1.177  0.005
Si: -1.434 0.844 -1.008  -0.024
C: -3.024 0.828 0.051  0.001
C: -4.108 1.671 -0.160  -0.001
C: -5.303 1.465 0.508  0.002
C: -5.443 0.387 1.372  -0.002
C: -4.364 -0.439 1.622  -0.001
C: -3.151 -0.200 0.983  -0.017
P: -1.662 -1.113 1.493  0.018
C: -2.400 -2.775 1.615  -0.004
C: -3.109 -3.213 0.495  -0.002
C: -3.777 -4.422 0.529  0.003
C: -3.741 -5.199 1.677  0.000
C: -3.023 -4.774 2.782  0.001
C: -2.348 -3.566 2.755  -0.005
C: -1.490 -0.545 3.213  0.019
C: -0.526 -1.159 4.008  -0.009
C: -0.341 -0.758 5.317  -0.009
C: -1.100 0.279 5.832  0.001
C: -2.021 0.929 5.029  0.000
C: -2.218 0.525 3.722  -0.007
C: -2.009 -0.462 -2.306  -0.005
C: -3.179 -0.301 -3.037  -0.003
C: -3.665 -1.317 -3.844  -0.002
C: -2.979 -2.518 -3.942  0.001
C: -1.815 -2.702 -3.217  -0.003
C: -1.348 -1.695 -2.380  0.001
P: 0.238 -1.923 -1.518  -0.037
C: 0.401 -3.561 -0.765  0.016
C: 1.723 -3.659 -0.073  0.017
C: 1.983 -4.865 0.850  0.004
C: 0.836 -5.815 0.959  0.013
C: -0.303 -5.638 0.282  -0.004
C: -0.547 -4.493 -0.562  0.008
C: 1.307 -2.069 -2.984  0.017
C: 1.904 -3.270 -3.353  0.002
C: 2.654 -3.338 -4.513  -0.001
C: 2.795 -2.219 -5.317  0.000
C: 2.176 -1.029 -4.966  0.000
C: 1.430 -0.955 -3.806  0.001
H: -1.182 4.473 5.851  0.000
H: -2.608 4.528 3.838  0.000
H: -1.843 3.461 1.756  0.001
H: 1.772 2.258 3.709  -0.001
H: 0.987 3.306 5.793  0.000
H: 2.762 0.604 2.088  -0.003
H: 5.197 0.842 2.101  0.000
H: 6.256 2.846 1.099  0.001
H: 4.853 4.574 0.049  0.000
H: 2.416 4.305 -0.033  -0.001
H: 0.576 4.989 0.742  -0.002
H: -0.345 6.505 -0.960  0.000
H: -1.790 5.607 -2.750  0.000
H: -2.277 3.191 -2.847  -0.001
H: -4.006 2.501 -0.845  0.002
H: -6.129 2.143 0.350  0.000
H: -6.384 0.204 1.871  0.000
H: -4.449 -1.265 2.314  0.000
H: -3.141 -2.585 -0.390  0.001
H: -4.328 -4.759 -0.337  0.000
H: -4.275 -6.136 1.709  0.000
H: -2.995 -5.378 3.677  0.000
H: -1.803 -3.238 3.626  0.001
H: 0.075 -1.953 3.591  0.016
H: 0.389 -1.260 5.932  0.000
H: -0.956 0.599 6.852  0.000
H: -2.592 1.757 5.418  0.000
H: -2.930 1.054 3.105  -0.001
H: -3.713 0.635 -2.958  -0.001
H: -4.581 -1.169 -4.396  0.000
H: -3.348 -3.304 -4.583  0.000
H: -1.258 -3.624 -3.303  -0.001
H: 2.548 -3.414 -0.751  0.001
H: 2.915 -5.400 0.646  0.000
H: 0.971 -6.671 1.604  0.000
H: -1.094 -6.366 0.363  0.001
H: -1.513 -4.405 -1.029  0.001
H: 1.772 -4.155 -2.747  0.001
H: 3.122 -4.272 -4.789  0.000
H: 3.389 -2.273 -6.215  0.000
H: 2.271 -0.156 -5.595  0.000
H: 0.943 -0.037 -3.513  -0.002
N: 1.490 -1.546 1.288  0.055
C: 1.758 -2.730 1.151  -0.055
C: 2.150 -3.908 2.085  0.023
C: 1.246 -4.162 3.168  0.007
N: 0.499 -4.368 4.010  -0.001
C: 3.495 -3.742 2.566  0.005
N: 4.574 -3.592 2.909  0.002
Cl: 4.488 0.679 -3.276  0.000
C: 5.162 -0.131 -1.850  0.001
Cl: 3.951 -1.124 -1.040  0.002
H: 5.505 0.632 -1.151  0.000
H: 5.973 -0.780 -2.177  0.000
C: 1.486 0.911 -1.264  0.016
C: 1.718 1.773 -2.104  0.005
C: 1.773 2.800 -3.066  0.021
C: 2.727 3.817 -2.993  0.003
C: 2.698 4.860 -3.897  0.002
C: 1.723 4.908 -4.882  -0.004
C: 0.767 3.907 -4.956  0.004
C: 0.781 2.863 -4.054  0.003
H: 3.478 3.778 -2.220  -0.002
H: 3.444 5.635 -3.836  0.000
H: 1.710 5.723 -5.589  0.000
H: 0.005 3.944 -5.720  0.000
H: 0.026 2.092 -4.102  -0.003



C67H58Br2N13O4S3Ti | ωB97M-V/def2-TZVPD

Computed properties:
Spin multiplicity: 1
Kohn-Sham gap (spin up / spin down), eV: 4.8 / 4.8
Net charge: +1
Relative energy (zero: lowest compared OMol25 entry of this formula, charge and spin), kJ/mol: 377.6
LUMO energy (spin up / spin down), eV: -3.2 / -3.2
Calculated total energy, a.u.: -10792.257787

Each line ends with the Mulliken charge.
CARTESIAN COORDINATES (ANGSTROEM)
Ti: -1.075 1.291 1.005  -0.354
O: -2.924 4.922 1.970  -0.620
C: -3.706 4.531 3.006  0.542
C: -4.479 5.502 3.635  -0.690
C: -5.270 5.171 4.721  -0.404
C: -5.306 3.866 5.196  -0.864
C: -4.541 2.900 4.563  -0.384
C: -3.744 3.212 3.467  -0.108
C: -2.845 2.139 2.910  1.012
O: -2.478 2.294 1.565  -0.965
N: -1.606 2.094 3.726  -0.286
N: -0.441 2.103 2.893  1.511
C: 0.508 2.958 3.379  -0.529
C: 1.788 3.074 3.092  -0.498
Br: 0.418 3.004 0.073  -0.760
C: 3.069 3.327 3.009  -1.300
C: 4.075 2.827 3.971  0.885
C: 3.739 1.921 4.978  -0.084
C: 4.689 1.487 5.885  -0.610
C: 5.997 1.953 5.810  -0.498
C: 6.340 2.862 4.820  -0.599
C: 5.387 3.292 3.908  -0.427
H: -2.531 4.133 1.559  0.171
H: -4.430 6.516 3.262  0.462
H: -5.861 5.939 5.203  0.402
H: -5.922 3.607 6.046  0.407
H: -4.544 1.878 4.929  0.447
H: -3.335 1.170 3.039  0.130
H: -1.597 2.868 4.385  0.390
H: 0.143 3.683 4.116  0.395
H: 3.450 3.946 2.197  0.331
H: 2.717 1.565 5.041  0.231
H: 4.412 0.780 6.658  0.410
H: 6.739 1.619 6.524  0.397
H: 7.352 3.245 4.762  0.391
H: 5.657 4.007 3.139  0.391
C: -1.629 5.674 -1.370  -0.965
O: -2.109 4.339 -1.589  0.349
C: -2.441 4.086 -2.893  -0.373
C: -3.560 4.617 -3.495  -0.615
C: -3.808 4.334 -4.836  -0.281
Br: -5.355 5.049 -5.659  -0.196
C: -2.949 3.548 -5.564  -0.553
C: -1.811 2.998 -4.955  -0.032
C: -1.561 3.264 -3.608  0.810
O: -0.492 2.733 -2.997  -0.504
C: -0.977 2.086 -5.730  0.710
N: -1.411 1.696 -6.948  -0.611
C: -0.986 0.559 -7.404  0.093
C: -1.118 0.214 -8.783  -0.756
C: -0.629 -0.964 -9.221  -0.484
C: 0.013 -1.913 -8.337  -0.732
C: 0.153 -1.650 -7.034  -1.177
C: -0.338 -0.388 -6.408  2.977
N: 0.210 1.696 -5.311  -0.102
H: -0.901 5.946 -2.137  0.376
H: -1.147 5.680 -0.396  0.232
H: -2.456 6.384 -1.376  0.356
H: -4.228 5.254 -2.930  0.554
H: -3.128 3.342 -6.608  0.672
H: -0.496 2.960 -2.041  -0.190
H: -1.582 0.925 -9.453  0.514
H: -0.706 -1.213 -10.272  0.405
H: 0.375 -2.846 -8.749  0.484
H: 0.614 -2.364 -6.362  0.448
H: 0.522 2.006 -4.398  0.240
N: -0.238 -0.291 1.750  0.942
S: 0.798 -1.195 2.229  1.278
N: 0.981 -2.652 1.479  -0.115
S: 1.480 -2.648 0.005  0.734
N: 1.119 -1.495 -0.937  -0.002
S: -0.376 -0.877 -1.466  1.329
N: -0.844 0.284 -0.712  1.214
C: -1.478 -2.302 -1.351  0.365
C: -1.617 -3.226 -2.378  -0.181
C: -2.465 -4.309 -2.200  -1.017
C: -3.145 -4.475 -1.000  -1.064
C: -2.951 -3.580 0.041  -0.673
C: -2.103 -2.496 -0.130  -0.274
C: -0.064 -0.690 -3.164  0.440
C: 1.279 -0.578 -3.604  0.495
C: 1.700 -0.173 -4.821  -2.083
C: 0.841 0.476 -5.853  -0.348
C: -1.369 -0.680 -5.331  -2.014
C: -1.230 -0.698 -3.985  -0.884
C: 3.256 -2.727 -0.070  0.573
C: 3.972 -1.987 -0.992  0.182
C: 5.344 -2.181 -1.080  -0.923
C: 5.970 -3.105 -0.258  -0.694
C: 5.235 -3.841 0.665  -0.917
C: 3.868 -3.656 0.763  -0.939
C: 1.132 -4.310 -0.542  1.058
C: 0.555 -5.242 0.300  -0.238
C: 0.442 -6.555 -0.140  -0.782
C: 0.903 -6.912 -1.396  -0.684
C: 1.481 -5.961 -2.230  -0.789
C: 1.602 -4.652 -1.805  -0.989
C: 0.515 -1.735 3.888  0.287
C: 0.232 -0.703 4.773  -0.219
C: -0.130 -1.027 6.070  -1.184
C: -0.216 -2.359 6.457  -0.710
C: 0.066 -3.377 5.556  -0.875
C: 0.435 -3.071 4.254  -0.268
C: 2.452 -0.555 2.160  1.042
C: 2.723 0.430 1.227  1.001
C: 4.046 0.789 1.018  -1.057
C: 5.059 0.172 1.735  -0.558
C: 4.765 -0.806 2.680  -1.391
C: 3.451 -1.179 2.897  -0.483
H: -1.088 -3.093 -3.312  0.628
H: -2.594 -5.022 -3.003  0.486
H: -3.813 -5.317 -0.870  0.439
H: -3.456 -3.724 0.989  0.557
H: -1.901 -1.806 0.677  0.175
H: 2.039 -0.869 -2.891  -0.399
H: 2.752 -0.247 -5.063  0.436
H: 1.479 0.764 -6.695  0.646
H: -2.376 -0.793 -5.717  0.453
H: -2.171 -0.784 -3.446  0.855
H: 3.461 -1.272 -1.620  0.242
H: 5.921 -1.611 -1.795  0.528
H: 7.039 -3.258 -0.335  0.421
H: 5.727 -4.562 1.303  0.473
H: 3.276 -4.226 1.469  0.410
H: 0.203 -4.939 1.275  0.409
H: -0.005 -7.298 0.508  0.496
H: 0.815 -7.937 -1.732  0.427
H: 1.845 -6.245 -3.209  0.498
H: 2.060 -3.900 -2.438  0.447
H: 0.271 0.328 4.434  0.146
H: -0.356 -0.237 6.775  0.544
H: -0.514 -2.606 7.468  0.432
H: -0.001 -4.411 5.866  0.481
H: 0.658 -3.844 3.533  0.319
H: 1.919 0.896 0.673  -0.683
H: 4.278 1.564 0.298  0.473
H: 6.089 0.465 1.575  0.447
H: 5.559 -1.273 3.246  0.367
H: 3.200 -1.945 3.622  0.571
N: -5.388 -1.788 2.642  -0.686
N: -4.871 -0.970 1.660  0.972
N: -5.581 -0.557 0.645  -1.101
C: -4.664 0.110 -0.049  -0.574
N: -3.463 0.073 0.531  0.339
N: -3.619 -0.627 1.641  0.025
H: -6.376 -1.589 2.740  0.303
H: -4.866 -1.641 3.497  0.265
H: -4.877 0.615 -0.975  0.579



C67H67Cl2F9INO4PS | ωB97M-V/def2-TZVPD

Computed properties:
Spin multiplicity: 1
Kohn-Sham gap, eV: 7.1
Net charge: -1
LUMO energy, eV: 1.8
Calculated total energy, a.u.: -5805.421850

Each line ends with the Mulliken charge.
CARTESIAN COORDINATES (ANGSTROEM)
C: -3.846 1.261 -0.214  -0.660
C: -3.545 -0.224 0.244  0.231
I: -5.453 -0.928 1.117  -0.022
C: -2.486 -0.328 1.427  -0.860
N: -1.066 -0.484 1.049  0.567
P: -0.613 -0.007 -0.527  0.462
S: -0.449 1.961 -0.531  -0.497
C: -0.365 -1.649 1.612  -0.487
C: 1.215 -1.449 1.511  -1.734
C: 1.629 0.001 2.001  -0.419
C: 2.820 -0.016 3.024  -0.719
C: 2.296 0.332 4.464  -0.495
O: 3.465 0.465 5.330  -0.272
C: 3.140 0.264 6.650  0.052
O: 2.521 1.061 7.287  -0.492
C: -0.567 -1.844 3.172  0.205
O: -0.810 -0.883 3.919  -0.713
O: -0.422 -3.014 3.686  -0.757
C: -0.738 -2.981 0.856  0.588
Cl: -2.368 -3.666 1.389  -0.223
C: 0.318 -4.149 1.003  0.715
C: -0.314 -5.594 1.099  -1.519
Cl: 1.268 -4.182 -0.590  -0.244
H: -3.468 1.988 0.549  0.170
H: -3.381 1.515 -1.194  0.222
H: -4.951 1.417 -0.242  0.372
H: -3.359 -0.919 -0.592  -0.028
H: -2.892 -1.091 2.121  0.582
H: -2.574 0.647 1.980  0.154
H: 0.676 -0.466 -0.935  0.139
H: -1.480 -0.388 -1.579  0.030
H: 1.624 -1.705 0.510  0.445
H: 1.695 -2.146 2.243  0.534
H: 1.928 0.652 1.140  0.411
H: 0.753 0.511 2.473  0.489
H: 3.583 0.754 2.738  0.311
H: 3.305 -1.018 3.073  0.280
H: 1.740 1.299 4.403  0.204
H: 1.597 -0.460 4.828  0.385
H: 3.525 -0.676 7.127  0.506
H: -0.869 -2.806 -0.242  -0.116
H: 0.977 -4.064 1.888  0.268
H: 0.564 -6.288 0.980  0.446
H: -0.996 -5.822 0.253  0.349
H: -0.732 -5.804 2.105  0.329
F: 1.519 3.976 0.875  -0.251
C: 0.788 4.877 1.548  0.528
C: 1.419 5.737 2.429  -0.481
C: 0.665 6.675 3.123  -0.381
C: -0.711 6.734 2.937  -0.461
C: -1.333 5.861 2.053  -0.507
C: -0.581 4.929 1.349  -0.125
H: 2.491 5.671 2.567  0.415
H: 1.150 7.358 3.809  0.357
H: -1.298 7.463 3.483  0.353
H: -2.407 5.905 1.911  0.356
H: -1.050 4.247 0.650  0.163
F: -2.604 -2.327 -1.935  -0.107
C: -2.361 -3.260 -2.876  0.281
C: -3.286 -4.263 -3.087  -0.749
C: -3.040 -5.219 -4.062  -0.364
C: -1.866 -5.166 -4.806  -0.728
C: -0.941 -4.154 -4.577  -0.730
C: -1.193 -3.191 -3.609  -0.181
H: -4.191 -4.291 -2.493  0.428
H: -3.763 -6.004 -4.241  0.451
H: -1.673 -5.916 -5.565  0.381
H: -0.024 -4.116 -5.153  0.497
H: -0.488 -2.390 -3.423  0.603
F: 0.037 4.741 12.458  -0.324
C: 0.295 3.827 11.500  0.253
C: -0.630 2.832 11.248  -0.314
C: -0.365 1.894 10.257  -0.546
C: 0.824 1.957 9.540  -0.331
C: 1.746 2.960 9.808  -0.412
C: 1.479 3.906 10.791  -0.358
H: -1.548 2.794 11.822  0.403
H: -1.086 1.113 10.045  0.377
H: 1.031 1.226 8.774  0.530
H: 2.673 3.006 9.251  0.352
H: 2.182 4.700 11.007  0.388
F: 8.716 -2.311 10.109  -0.375
C: 7.883 -2.273 9.050  0.395
C: 7.680 -3.421 8.307  -0.511
C: 6.818 -3.381 7.219  -0.493
C: 6.178 -2.193 6.882  -0.504
C: 6.396 -1.047 7.636  -0.396
C: 7.249 -1.087 8.730  -0.325
H: 8.193 -4.334 8.580  0.427
H: 6.645 -4.275 6.633  0.389
H: 5.509 -2.163 6.030  0.496
H: 5.901 -0.121 7.370  0.501
H: 7.424 -0.205 9.334  0.432
F: -6.096 -6.329 -3.447  -0.297
C: -7.229 -5.603 -3.425  0.386
C: -8.165 -5.773 -4.428  -0.416
C: -9.336 -5.026 -4.395  -0.359
C: -9.550 -4.114 -3.366  -0.462
C: -8.596 -3.952 -2.369  -0.476
C: -7.431 -4.704 -2.395  -0.339
H: -7.977 -6.483 -5.224  0.404
H: -10.082 -5.155 -5.170  0.352
H: -10.462 -3.530 -3.344  0.363
H: -8.760 -3.240 -1.570  0.388
H: -6.680 -4.598 -1.622  0.461
F: 0.037 0.152 -4.900  -0.343
C: -0.814 0.172 -5.940  0.124
C: -1.027 -0.989 -6.660  -0.272
C: -1.909 -0.973 -7.732  -0.635
C: -2.558 0.206 -8.078  -0.433
C: -2.331 1.368 -7.348  0.195
C: -1.457 1.350 -6.269  -0.624
H: -0.506 -1.895 -6.380  0.489
H: -2.089 -1.879 -8.298  0.428
H: -3.243 0.220 -8.918  0.469
H: -2.834 2.287 -7.621  0.121
H: -1.274 2.242 -5.683  0.483
F: 0.220 2.701 -9.418  -0.346
C: 0.036 2.170 -10.637  0.311
C: -0.585 2.922 -11.618  -0.374
C: -0.770 2.373 -12.880  -0.381
C: -0.343 1.077 -13.144  -0.462
C: 0.275 0.332 -12.148  -0.383
C: 0.471 0.882 -10.888  -0.318
H: -0.919 3.926 -11.392  0.417
H: -1.249 2.955 -13.658  0.363
H: -0.492 0.649 -14.128  0.369
H: 0.605 -0.680 -12.352  0.365
H: 0.959 0.318 -10.102  0.444
F: 13.609 1.835 8.138  -0.318
C: 12.520 1.219 7.640  0.273
C: 11.713 0.483 8.486  -0.622
C: 10.587 -0.148 7.973  0.080
C: 10.289 -0.043 6.619  -0.367
C: 11.112 0.697 5.780  -0.383
C: 12.233 1.337 6.293  -0.449
H: 11.966 0.406 9.537  0.419
H: 9.943 -0.721 8.626  0.188
H: 9.412 -0.539 6.220  0.386
H: 10.881 0.775 4.724  0.375
H: 12.881 1.925 5.655  0.402
F: -4.728 2.627 -10.096  -0.285
C: -5.461 3.521 -9.409  0.319
C: -4.830 4.377 -8.526  -0.181
C: -5.584 5.304 -7.820  -0.533
C: -6.961 5.358 -7.998  -0.444
C: -7.584 4.488 -8.886  -0.363
C: -6.829 3.567 -9.601  -0.407
H: -3.757 4.315 -8.394  0.419
H: -5.099 5.984 -7.131  0.359
H: -7.550 6.078 -7.444  0.363
H: -8.658 4.527 -9.022  0.360
H: -7.295 2.888 -10.304  0.406